(1)
Computed, not measured: a structure of composition C5H7NO, with the ωB97M-V functional and the def2-TZVPD basis.

Element x y z (Å)
N1 -1.4994 1.2142 1.4303
C1 -0.3054 0.6255 1.2287
O1 0.5268 1.3563 0.4234
C2 -0.2621 0.5749 -0.5795
C3 0.7410 -0.2589 -1.3692
C4 0.8649 -1.2199 -0.1599
C5 -0.3691 -0.6367 0.5441
H1 -1.3311 2.2143 1.5576
H2 -1.5398 1.1820 0.1109
H3 1.6448 0.2678 -1.6842
H4 0.2599 -0.7408 -2.2256
H5 1.7812 -1.0685 0.4137
H6 0.7532 -2.2798 -0.3962
H7 -1.2647 -1.2303 0.7058

Summary:
E_tot	-8830.196	eV
Kohn-Sham gap	9.594	eV
LUMO	0.018	Eh
energy above the lowest of the compared OMol25 structures with the same formula, charge and spin	138.5	kcal per mole

(2)
Computed, not measured: an isolated molecule of C19H26N2O2, with the ωB97M-V functional and the def2-TZVPD basis.

Element x y z (Å)
O1 -2.6296 1.3230 -0.1861
O2 -0.1132 2.8826 -0.7282
C1 -1.5898 0.8195 -0.7078
C2 -2.4319 3.5124 -5.0624
C3 -1.1082 3.7351 -4.8011
C4 -3.3347 3.4092 -3.9574
C5 -0.7086 3.8352 -3.4455
C6 -2.9410 3.5458 -2.6274
C7 -1.6289 3.7978 -2.3723
N1 -0.5636 1.5744 -1.1969
N2 -0.1719 -1.3281 -0.5046
C8 -1.1444 3.8668 -0.9068
C9 -1.4984 -0.6899 -0.6891
C10 2.2054 -3.1222 3.2704
C11 0.0478 -3.1825 2.0765
C12 0.7349 -1.1905 3.3168
C13 2.1113 -2.9516 0.7062
C14 2.9025 -0.9841 1.9861
C15 0.6271 -0.9858 0.7859
C16 1.4406 -3.6581 2.0220
C17 2.1827 -1.5992 3.2758
C18 -0.0212 -1.6488 2.0296
C19 2.1138 -1.3671 0.7469
H1 -2.7384 3.1478 -6.0145
H2 -0.5045 3.7841 -5.6544
H3 -4.4017 3.0168 -4.1449
H4 0.4033 3.6526 -3.3077
H5 -3.6305 3.4551 -1.7286
H6 0.2479 1.0858 -1.6415
H7 -0.2885 -2.3663 -0.5583
H8 -0.7277 4.9109 -0.6806
H9 -2.0298 3.7217 -0.1504
H10 -2.0996 -1.0952 0.0811
H11 -1.9193 -1.0534 -1.7042
H12 1.8591 -3.5116 4.1971
H13 3.3004 -3.3882 3.1225
H14 -0.3774 -3.7203 2.8853
H15 -0.4454 -3.6034 1.2384
H16 0.7434 -0.1176 3.3977
H17 0.2377 -1.5620 4.2548
H18 3.1851 -3.2490 0.5888
H19 1.5923 -3.1474 -0.2307
H20 3.8607 -1.5001 1.8567
H21 3.0317 0.1018 1.9944
H22 0.5117 0.0222 0.9658
H23 1.5757 -4.7381 2.0118
H24 2.6132 -1.1560 4.2061
H25 -1.0725 -1.3640 2.1730
H26 2.5924 -0.9200 -0.1881

Summary:
E_tot	-27196.766	eV
Kohn-Sham gap	9.651	eV
LUMO	0.026	Eh
energy above the lowest of the compared OMol25 structures with the same formula, charge and spin	126.4	kcal per mole
SMILES string	O=C(CN[C@H]1[C@@H]2C[C@H]3C[C@@H](C2)C[C@@H]1C3)NOCc1ccccc1

(3)
Computed, not measured: an isolated molecule of C22H27N3O5S, with the ωB97M-V functional and the def2-TZVPD basis.

Element x y z (Å)
C1 -1.0157 -7.3650 2.0700
H1 -1.4842 -7.5163 3.0390
H2 -1.7876 -7.3956 1.3051
H3 -0.3106 -8.1714 1.8899
C2 -0.2838 -6.0266 2.0616
N1 0.5181 -5.8538 0.8731
S1 1.9383 -5.0055 1.0448
O1 2.7033 -5.2106 -0.1515
O2 2.5101 -5.3893 2.3029
C3 1.4752 -3.2777 1.1308
C4 0.9757 -2.7612 2.3105
C5 0.5657 -1.4416 2.3704
C6 0.6637 -0.6334 1.2366
C7 1.1825 -1.1678 0.0515
C8 1.5834 -2.4868 0.0005
H4 1.9922 -2.9203 -0.8984
H5 1.2660 -0.5348 -0.8193
N2 0.2877 0.7041 1.2055
C9 -0.2727 1.4362 2.1955
O3 -0.5660 0.9989 3.2941
C10 -0.5317 2.8897 1.8846
C11 -1.0474 3.6101 2.9651
C12 -1.3509 4.9564 2.8953
C13 -1.1495 5.6541 1.7150
C14 -0.6430 4.9621 0.6355
C15 -0.3284 3.5977 0.6921
C16 0.1848 3.2195 -0.6473
O4 0.5854 2.1341 -1.0496
N3 0.1575 4.3310 -1.4147
C17 0.5840 4.3572 -2.7867
C18 -0.6087 4.4780 -3.7575
O5 -0.2730 4.2009 -5.0893
C19 0.5092 5.1855 -5.7215
H6 0.5455 4.9129 -6.7742
H7 1.5299 5.2172 -5.3262
H8 0.0542 6.1783 -5.6194
H9 -1.0565 5.4819 -3.6783
H10 -1.3592 3.7301 -3.4875
H11 1.2812 5.1895 -2.9286
H12 1.0993 3.4133 -2.9848
C20 -0.3478 5.4926 -0.7315
H13 0.4017 6.2932 -0.7106
H14 -1.2493 5.8821 -1.2184
H15 -1.3803 6.7057 1.6387
H16 -1.7455 5.4630 3.7625
H17 -1.2055 3.0636 3.8831
H18 0.4585 1.1580 0.2988
H19 0.1746 -1.0302 3.2857
H20 0.9285 -3.3943 3.1819
C21 -0.1235 -5.7784 -0.4176
C22 -1.1954 -4.6954 -0.5468
H21 -0.7979 -3.7212 -0.2726
H22 -1.5392 -4.6530 -1.5770
H23 -2.0501 -4.9153 0.0886
H24 0.6855 -5.5954 -1.1260
H25 -0.5605 -6.7558 -0.6464
H26 0.4255 -5.9962 2.8898
H27 -1.0033 -5.2039 2.1833

Summary:
E_tot	-48795.938	eV
Kohn-Sham gap	8.181	eV
LUMO	-0.010	Eh
energy above the lowest of the compared OMol25 structures with the same formula, charge and spin	30.7	kcal per mole
SMILES string	CCN(CC)S(=O)(=O)c1ccc(NC(=O)c2cccc3c2C(=O)N(CCOC)C3)cc1

(4)
Computed, not measured: an isolated molecule of CH2F3NP2, with the ωB97M-V functional and the def2-TZVPD basis.

Element x y z (Å)
C1 1.6590 0.0509 0.2297
N1 -1.0713 -0.6901 -0.0805
F1 0.8386 -2.4463 0.0449
F2 -2.4290 0.9758 1.1721
F3 -2.4757 0.9972 -1.1564
P1 0.4507 -0.9650 -0.3100
P2 -1.2975 0.9645 -0.0147
H1 2.7249 -0.0498 -0.1075
H2 1.6003 1.1629 0.2225

Summary:
E_tot	-29290.126	eV
Kohn-Sham gap	8.069	eV
LUMO	-0.072	Eh
energy above the lowest of the compared OMol25 structures with the same formula, charge and spin	26.5	kcal per mole
SMILES string	C=[P@]1(F)N=P1(F)F

(5)
Computed, not measured: the ion C4H8FN2O with charge +1, with the ωB97M-V functional and the def2-TZVPD basis.

Element x y z (Å)
C1 1.0119 -0.9361 1.6736
C2 -0.1783 0.0798 -0.1640
C3 0.8289 0.6726 -1.1054
C4 -1.3937 -0.3842 -0.9086
N1 0.4582 -1.0943 0.5642
N2 0.2342 1.4551 1.6257
O1 -0.6371 0.9888 0.7960
F1 1.4756 -1.9435 2.3398
H1 1.5944 1.3346 -0.5998
H2 0.4985 1.5061 -1.7631
H3 1.2248 -0.0029 -1.9214
H4 -2.0807 -0.8526 -0.1807
H5 -1.1978 -0.9598 -1.7848
H6 -1.8205 0.5266 -1.2281
H7 0.3387 -2.1288 0.1722
H8 -0.3572 1.7386 2.4846

Summary:
E_tot	-12009.900	eV
Kohn-Sham gap (alpha / beta)	9.629 / 7.541	eV
LUMO (alpha / beta)	-0.208 / -0.257	Eh
total charge	+1
energy above the lowest of the compared OMol25 structures with the same formula, charge and spin	100.4	kcal per mole

(6)
Computed, not measured: a structure of composition C20H46AlO2P4, with the ωB97M-V functional and the def2-TZVPD basis.

Element x y z (Å)
Al1 -0.9371 -0.0712 0.4212
P1 -2.0869 1.8245 1.3387
P2 -1.8510 -1.7852 -0.7580
P3 -0.1373 1.9550 -1.2490
H1 2.4360 -0.0041 1.5763
C1 2.5857 1.0429 1.2194
C2 2.4745 2.0600 2.0901
H2 2.1853 1.8452 3.1281
C3 -2.5584 1.5470 3.0623
C4 -3.7043 1.8604 0.5162
C5 -1.5497 3.5555 1.4619
C6 -0.5567 -3.0691 -0.8557
C7 -3.0344 -2.4320 0.4872
C8 -2.8174 -1.1429 -2.1850
C9 0.9394 3.4286 -0.9621
C10 -1.5085 2.7811 -2.1726
C11 0.6934 1.2389 -2.7159
H3 2.7756 1.1347 0.1426
H4 2.4882 3.1100 1.7941
H5 -1.6993 1.6690 3.7332
H6 -3.0245 0.5666 3.1989
H7 -3.3038 2.3235 3.2730
H8 -4.1239 0.8455 0.4543
H9 -3.6371 2.2983 -0.4857
H10 -4.3387 2.4839 1.1596
H11 -0.5474 3.6132 1.9132
H12 -2.2770 4.0448 2.1253
H13 -1.5594 4.0696 0.4956
H14 -0.5138 -3.4856 -1.8672
H15 -0.8089 -3.8512 -0.1178
H16 0.4619 -2.6963 -0.5959
H17 -3.6848 -3.1864 0.0514
H18 -3.6783 -1.6183 0.8777
H19 -2.4627 -2.9111 1.3040
H20 -3.4700 -1.9099 -2.6280
H21 -2.1484 -0.7324 -2.9623
H22 -3.4948 -0.3349 -1.8179
H23 1.1419 3.9034 -1.9324
H24 1.8863 3.1343 -0.4948
H25 0.4460 4.1665 -0.3147
H26 -1.0751 3.2343 -3.0761
H27 -1.9866 3.5740 -1.5833
H28 -2.2554 2.0318 -2.4645
H29 1.1297 2.0549 -3.3176
H30 -0.0412 0.7075 -3.3402
H31 1.4731 0.5364 -2.3994
C12 2.9075 -1.6148 -3.2391
C13 3.0542 -2.8126 -3.9842
C14 4.2060 -2.9425 -4.7830
C15 5.0945 -1.8743 -4.9241
C16 4.7269 -0.6076 -4.4544
C17 3.6327 -0.4686 -3.6008
O1 2.1582 -1.5941 -2.0533
H32 1.1614 -1.6147 -2.2130
H33 2.3492 -3.6197 -3.8921
H34 4.4153 -3.8988 -5.3024
H35 6.0678 -2.0306 -5.4046
H36 5.3046 0.2560 -4.7461
H37 3.3592 0.5197 -3.1957
C18 1.0375 -2.7007 3.5409
P4 -0.1174 -1.3245 3.5065
C19 -1.6925 -1.8267 4.2083
C20 0.5310 -0.1241 4.6226
O2 -0.2521 -0.8216 2.0267
H38 1.9711 -2.3839 3.0709
H39 0.6579 -3.5493 2.9683
H40 1.2611 -3.0376 4.5618
H41 -1.5552 -2.2991 5.1954
H42 -2.3391 -0.9573 4.3721
H43 -2.2403 -2.5224 3.5624
H44 1.5653 0.1199 4.3677
H45 -0.0449 0.8029 4.6022
H46 0.5362 -0.4837 5.6588

Summary:
E_tot	-69310.390	eV
Kohn-Sham gap	5.539	eV
LUMO	-0.346	Eh
total charge	+3